# 1
A single C3H3N5 molecule at a distorted geometry, computed with ωB97M-V/def2-TZVPD.

The geometry in XYZ format:
```
11
Properties=species:S:1:pos:R:3:mulliken_charge:R:1
N 1.09 -0.14 1.62 -0.484
C -0.30 1.45 0.95 -0.044
N -0.37 0.40 -0.01 0.265
C 0.60 -1.49 -0.68 -0.316
H -0.72 2.44 0.99 0.410
N -0.63 0.16 -1.36 -0.146
H -1.65 0.20 -1.45 0.287
N -0.20 -1.06 -1.67 -0.479
N 0.46 0.99 1.93 -0.335
C 0.54 -0.50 0.42 0.466
H 1.18 -2.45 -0.73 0.375
```

Energy above the lowest of the compared OMol25 structures with the same formula, charge and spin (kcal/mol): 46.0
SMILES: c1n[nH]n2cnnc12
Net charge: 0
Gap between HOMO and LUMO (eV): 9.657
Energy (eV): -10606.871
Maximum force (hartree/bohr): 0.070

# 2
A gas-phase ion, C2H9N6 (charge +1) at a distorted geometry, computed with ωB97M-V/def2-TZVPD.

The geometry in XYZ format:
```
17
Properties=species:S:1:pos:R:3:mulliken_charge:R:1
H 0.88 -0.93 -1.55 0.297
N -1.17 0.57 0.09 -0.577
H -1.30 2.61 -1.93 0.259
H -0.84 -2.70 2.50 0.245
H -1.75 1.38 0.09 0.275
C -0.06 0.69 -0.48 0.201
N 0.00 -2.97 2.03 -0.255
N 0.22 -1.32 0.57 0.558
N 0.31 1.76 -1.19 -0.029
C 0.88 -0.55 -0.43 -0.380
H 1.30 1.88 -1.26 0.237
H -0.69 -0.90 0.95 0.487
H -0.16 3.76 -1.52 0.262
H 0.47 -3.77 2.39 0.267
H 1.84 -0.13 -0.13 0.314
N 0.72 -2.30 1.13 -0.515
N -0.64 2.92 -1.25 -0.648
```

Energy above the lowest of the compared OMol25 structures with the same formula, charge and spin (kcal/mol): 26.3
SMILES: [H]/N=C(/CNN=[NH2+])NN
Net charge: +1
Gap between HOMO and LUMO (eV): 8.398
Energy (eV): -11150.957
Maximum force (hartree/bohr): 0.072

# 3
9 unconnected molecules or ions with the total composition C38H72Cl2O20 at a distorted geometry, computed with ωB97M-V/def2-TZVPD.

The geometry in XYZ format:
```
132
Properties=species:S:1:pos:R:3:mulliken_charge:R:1
H 2.66 22.49 -15.81 0.264
O 7.76 14.79 -3.84 -0.587
H 13.24 11.08 -13.56 0.242
C 13.01 31.21 -5.03 -0.460
O 12.00 30.22 -5.23 -0.282
H 12.95 31.49 -7.19 0.347
C 14.25 18.03 1.85 0.655
C -2.56 25.59 -17.04 -0.739
C 10.73 14.90 -14.37 -0.518
O -1.25 26.11 -6.49 -0.335
H 6.57 21.49 -3.15 0.305
C 6.72 12.02 -5.83 -0.773
H 7.19 22.84 -4.09 0.252
O 4.61 11.24 -6.49 -0.621
O 12.03 18.91 1.77 -0.514
H -1.42 28.21 -6.33 0.275
H 13.15 21.17 2.47 0.397
C 0.15 20.55 4.92 -0.516
H 15.44 31.10 -8.47 0.307
H 17.61 20.78 1.08 0.330
O 5.52 19.18 -6.95 -0.248
H 4.33 17.97 -8.22 0.305
H 4.14 21.03 -4.63 0.404
H -0.14 26.25 -16.47 0.329
H 14.21 29.84 -8.51 0.315
C 4.59 20.19 -6.64 -0.511
H -2.21 26.32 -17.78 0.316
O 2.39 20.82 4.12 -0.333
H 0.77 19.06 2.63 0.156
H 12.47 14.72 -13.10 0.359
H 1.54 22.34 -14.56 0.300
O 8.84 12.97 -5.60 -0.527
H 1.25 25.62 -14.49 0.351
H 9.28 13.64 -5.08 0.338
O 13.92 16.88 1.78 -0.583
H 11.95 17.96 1.90 0.346
H 0.78 25.86 -6.84 0.405
C 2.10 23.10 -15.11 -0.747
H 4.76 20.97 -7.38 0.306
C 15.35 20.83 2.02 0.639
H 0.82 27.81 -5.11 0.306
C 3.47 20.11 3.61 -0.748
C 5.59 13.84 -4.12 -1.013
H 0.10 24.88 -5.65 0.281
H -2.88 26.32 -16.30 0.298
H 11.95 11.33 -12.52 0.273
O 3.41 13.11 -4.76 -0.541
C 16.13 19.66 1.51 0.495
H 15.87 29.53 -7.97 0.253
O 15.77 21.96 2.14 -0.551
C 11.65 14.08 -13.43 -0.494
Cl 12.26 21.96 -8.79 -0.183
C 0.49 24.94 -14.88 -0.487
C 4.99 20.66 -5.21 -0.505
O 14.66 30.45 -6.61 -0.314
H 10.78 18.62 -8.59 0.264
C 11.63 20.38 -9.33 -0.441
O 1.18 24.01 -15.75 -0.309
H 10.40 29.42 -4.25 0.288
H 2.86 23.61 -14.52 0.285
C -0.36 26.72 -2.53 -0.774
H -0.03 24.40 -14.08 0.315
H 4.10 19.70 4.40 0.318
C 11.39 19.43 -8.18 -0.378
C 0.45 26.82 -4.83 -0.494
H -3.42 24.97 -17.31 0.276
H 0.06 21.56 4.53 0.333
H 3.55 19.87 -6.64 0.365
O -1.58 24.80 -16.31 -0.319
C 13.90 20.44 2.22 -0.709
O -0.66 26.82 -3.91 -0.274
H 3.07 12.47 -5.39 0.342
H 1.77 19.08 5.14 0.394
C 11.39 14.29 -16.62 -0.612
H 11.12 14.06 -12.48 0.391
C 4.79 13.01 -4.81 0.625
H -0.84 27.61 -7.93 0.308
C 5.31 12.02 -5.81 0.697
O 11.50 15.26 -15.55 -0.351
H -1.21 26.88 -1.87 0.258
C 15.60 18.41 1.53 -0.690
H 16.20 17.57 1.20 0.400
H 0.17 25.80 -2.28 0.295
H 0.16 20.71 2.27 0.282
H 5.49 22.83 -3.57 0.295
C 11.17 30.18 -4.08 -0.807
C -1.46 27.40 -7.05 -0.714
C 1.64 20.16 5.09 -0.463
C -0.08 19.74 2.69 -0.565
Cl 12.94 18.84 -7.54 -0.184
H 3.06 19.26 3.07 0.291
H 6.04 17.69 -8.30 0.248
H 12.44 19.94 -9.93 0.311
H 5.32 19.80 -4.63 0.291
C 6.31 22.21 -3.93 -0.726
H 1.25 26.29 -4.31 0.427
H 10.51 31.00 -3.81 0.324
H 13.29 12.50 -12.40 0.295
O 12.06 12.82 -13.99 -0.296
H 11.63 13.25 -16.41 0.246
H 1.89 20.54 6.08 0.369
H 10.47 15.80 -13.80 0.333
H 13.70 30.81 -4.29 0.325
H 9.80 14.37 -14.59 0.320
C 13.39 19.19 1.99 0.300
H 10.68 20.51 -9.85 0.300
H 10.38 14.36 -17.02 0.281
C 12.69 11.90 -13.09 -0.709
H -0.82 19.39 1.96 0.287
C 15.05 30.23 -7.94 -0.759
H -1.16 26.32 -15.05 0.408
C -0.58 25.64 -15.68 -0.540
H -2.46 27.55 -7.44 0.282
O 6.05 21.57 -5.24 -0.314
O 17.40 19.85 1.14 -0.516
O -0.54 19.67 3.96 -0.403
C 0.05 25.89 -6.04 -0.563
H 0.22 27.61 -2.28 0.318
H 11.71 29.92 -3.17 0.309
C 13.70 31.43 -6.39 -0.633
C 7.52 12.93 -5.26 0.485
H 5.41 19.11 -9.08 0.294
H 7.19 11.37 -6.56 0.391
H 12.63 32.16 -4.66 0.363
H 5.17 14.53 -3.40 0.399
H 14.19 32.39 -6.57 0.423
C 5.29 18.48 -8.20 -0.760
H 3.99 20.60 2.78 0.274
H 12.07 14.68 -17.37 0.240
H 10.85 19.82 -7.32 0.311
H -0.39 20.41 5.85 0.324
C 7.03 13.97 -4.35 0.786
```

Energy above the lowest of the compared OMol25 structures with the same formula, charge and spin (kcal/mol): 0.0
SMILES: O=C1C=C(O)C(=O)C=C1O.O=C1C=C(O)C(=O)C=C1O.COCCOC.COCCOC.COCCOC.COCCOC.COCCOC.COCCOC.ClCCCl
Net charge: 0
Gap between HOMO and LUMO (eV): 7.526
Energy (eV): -106555.064
Maximum force (hartree/bohr): 0.060

# 4
2 unconnected molecules or ions with the total composition C5H11NO at a distorted geometry, computed with ωB97M-V/def2-TZVPD.

The geometry in XYZ format:
```
18
Properties=species:S:1:pos:R:3:mulliken_charge:R:1
H -0.87 -1.31 1.17 0.318
N 0.55 -0.43 -1.72 -0.379
C -0.41 -0.50 -0.63 0.242
H 0.95 -2.01 -3.05 0.260
H 1.92 -0.55 3.18 0.310
C -0.16 -1.37 0.35 -0.784
C -0.27 2.04 -0.20 -1.017
H 0.79 1.80 -0.12 0.342
O 1.08 -0.61 3.65 -0.614
H -0.41 2.83 -0.93 0.274
C -1.15 0.80 -0.46 -0.475
H -1.84 0.93 -1.30 0.297
H 0.87 -1.60 0.59 0.313
C 0.37 -1.12 -2.75 -0.287
H -0.53 -0.95 -3.38 0.261
H -0.54 2.39 0.79 0.300
H -1.82 0.76 0.40 0.335
H 1.48 -1.09 4.39 0.306
```

Energy above the lowest of the compared OMol25 structures with the same formula, charge and spin (kcal/mol): 110.9
SMILES: C=NC(=C)CC.O
Net charge: 0
Gap between HOMO and LUMO (eV): 8.454
Energy (eV): -8896.886
Maximum force (hartree/bohr): 0.065

# 5
A molecular structure, FH3N2O at a distorted geometry, computed with ωB97M-V/def2-TZVPD.

The geometry in XYZ format:
```
7
Properties=species:S:1:pos:R:3:mulliken_charge:R:1
H 0.50 -1.42 0.82 0.360
F -0.51 1.22 1.77 -0.494
O 0.81 0.70 0.77 -0.171
H -0.13 0.68 -1.42 0.296
N 0.55 -0.29 0.12 0.140
N -0.13 -0.27 -1.06 -0.403
H -1.09 -0.62 -1.00 0.272
```

Energy above the lowest of the compared OMol25 structures with the same formula, charge and spin (kcal/mol): 85.7
Net charge: 0
Gap between HOMO and LUMO (spin up / spin down) (eV): 9.503 / 9.472
Energy (eV): -7787.507
Maximum force (hartree/bohr): 0.113

# 6
A molecular structure, C41H45IN3P2Pd at a distorted geometry, computed with ωB97M-V/def2-TZVPD.

The geometry in XYZ format:
```
93
Properties=species:S:1:pos:R:3:mulliken_charge:R:1
H -6.32 -2.15 -1.22 0.419
C -1.54 -2.11 -5.95 -0.850
C 4.87 0.34 -1.69 -0.638
C -0.15 -0.64 4.83 -0.606
H 2.89 4.22 -0.67 0.642
H 2.02 0.99 1.79 0.560
H 2.24 -4.23 -4.57 0.445
C 0.32 -3.24 1.79 -0.800
H 3.02 -2.65 -0.11 0.508
C -3.43 -0.40 0.66 0.024
N 0.71 3.67 3.10 -0.572
H -2.16 2.45 2.87 0.268
C 3.49 0.25 -1.79 -0.848
C -4.63 -0.68 1.32 -0.164
H -3.36 2.52 1.56 0.398
H -4.76 -0.42 2.36 0.357
H -4.21 -1.65 -2.39 0.521
C 0.46 -3.28 -5.25 -0.826
C -0.74 -1.84 5.19 -0.706
C -0.57 0.02 3.69 -0.142
C -0.23 -1.25 -4.02 0.820
N -0.31 3.64 0.22 -0.230
C 0.77 -2.24 0.95 -0.502
H 3.51 2.25 0.61 0.416
H -0.71 3.46 -0.70 0.053
C -0.45 -2.21 -5.07 0.545
C 1.14 5.33 1.31 -1.664
C 2.09 3.60 -0.29 -0.659
C -2.89 1.87 2.30 -1.261
H 2.45 -2.79 -2.62 0.405
I -0.73 1.72 -3.09 0.211
C -5.66 -1.31 0.64 -0.836
C 4.91 -1.71 -0.45 -0.735
C -0.52 -4.23 1.30 -0.822
H 1.85 6.11 1.05 0.477
H 0.28 -3.96 -6.06 0.410
C -1.74 -2.37 4.39 -0.715
H -1.66 -2.86 -6.72 0.397
C 2.61 2.80 0.91 0.145
H 0.87 1.47 0.56 -0.411
H -0.90 -5.00 1.96 0.414
H -0.70 -3.25 -1.93 0.352
H 2.04 5.32 3.25 0.331
H 5.39 1.17 -2.15 0.453
N 1.60 1.81 1.35 1.471
H 1.79 2.90 -1.08 -0.122
P 0.99 -0.81 -1.39 1.630
C -1.10 -0.13 -4.07 -0.067
H -3.65 1.49 2.98 0.450
H -1.55 -4.98 -0.42 0.466
C -5.51 -1.66 -0.69 -0.652
H 3.32 3.18 2.92 0.449
H 0.60 -3.24 2.84 0.499
H 1.00 2.34 2.06 0.398
C -2.15 -1.72 3.24 -0.328
C -3.29 -0.76 -0.67 0.007
H -2.81 0.81 -4.91 0.437
H -2.92 -2.15 2.61 0.480
C 0.44 -2.25 -0.40 0.618
H -1.04 4.13 0.73 0.232
H 0.65 -0.23 5.44 0.453
C 1.66 -2.58 -3.32 -0.326
P -2.04 0.49 1.42 1.381
H 0.74 5.19 -0.77 0.570
C -2.43 -1.08 -5.85 -0.928
C 3.53 -1.81 -0.55 -0.165
H 1.40 -1.45 1.35 0.363
C 1.53 -3.43 -4.42 -1.219
C 0.81 -1.53 -3.08 0.479
H -0.44 -2.35 6.09 0.384
H 6.65 -0.57 -0.95 0.421
H -0.12 0.97 3.43 0.184
H 2.93 1.01 -2.32 0.290
H 5.47 -2.48 0.07 0.443
C -2.18 -0.06 -4.92 -0.636
H 3.73 4.43 1.75 0.526
H -0.21 4.10 3.07 0.198
H 0.21 5.82 1.62 0.446
C 2.81 -0.82 -1.21 0.693
C 1.72 4.57 2.51 -0.030
C -1.58 -0.50 2.89 0.258
H -6.58 -1.54 1.16 0.404
C 5.58 -0.64 -1.02 -0.629
H 0.93 3.46 4.07 0.278
C 0.88 4.48 0.06 -0.236
H -2.20 -3.32 4.66 0.420
C -4.32 -1.38 -1.35 -0.581
C 2.95 3.75 2.07 -1.280
H -2.35 -0.55 -1.18 0.023
Pd -0.43 0.78 -0.30 -1.746
H -3.28 -1.00 -6.51 0.456
C -0.40 -3.24 -0.89 -0.657
C -0.89 -4.22 -0.03 -0.787
```

Energy above the lowest of the compared OMol25 structures with the same formula, charge and spin (kcal/mol): 0.0
Net charge: +1
Gap between HOMO and LUMO (eV): 7.278
Energy (eV): -77872.331
Maximum force (hartree/bohr): 0.029

# 7
A single C19H22N2O3S molecule, computed with ωB97M-V/def2-TZVPD.

The geometry in XYZ format:
```
47
Properties=species:S:1:pos:R:3:mulliken_charge:R:1
H 4.07 0.55 3.01 0.338
H 5.15 1.41 1.87 0.354
C -0.23 3.50 -0.59 -1.409
C -5.64 -0.61 0.51 -0.876
H -0.67 0.70 -2.34 0.498
C -5.38 -1.96 0.67 -0.678
H -6.17 -2.63 0.96 0.383
O 4.32 -0.35 1.15 -0.463
C -3.34 -0.22 -0.06 0.081
C 0.81 3.04 0.43 -0.967
C 2.60 1.31 0.73 -0.259
C 2.79 -0.65 -0.66 0.231
C -4.62 0.26 0.14 -0.376
H -4.82 1.30 0.01 0.333
H -2.03 -3.96 -0.75 0.374
H 0.27 2.14 -2.71 0.347
H -1.46 -0.04 -0.69 0.328
C 1.06 1.02 -1.07 1.382
C 1.70 -0.17 -1.38 -0.769
H 0.25 3.99 -1.44 0.387
C -0.11 1.51 -1.89 -2.371
H 4.43 -2.64 0.43 0.255
C -4.11 -2.46 0.46 -0.426
C 1.51 1.77 0.01 -0.185
H 2.93 1.90 1.57 0.498
N -2.25 0.55 -0.47 0.021
H -6.63 -0.22 0.66 0.377
C -3.08 -1.60 0.09 0.829
H -0.39 -3.41 -0.30 0.188
C -1.45 -3.35 -0.05 -0.904
H 5.31 -1.66 -0.76 0.308
C 4.82 0.43 2.21 -0.952
H -0.93 4.20 -0.13 0.448
H 1.54 3.83 0.61 0.584
O 3.27 -1.84 -1.10 -0.470
H 5.67 -0.13 2.60 0.256
H -1.61 -3.72 0.97 0.361
C 3.25 0.12 0.43 1.343
H 4.67 -3.26 -1.22 0.291
H 1.36 -0.77 -2.21 0.460
S -2.95 2.90 0.55 -0.420
O -1.78 -1.99 -0.16 -0.345
C 4.49 -2.36 -0.62 -0.801
H 0.31 2.84 1.38 0.315
H -3.92 -3.51 0.58 0.388
N -0.96 2.36 -1.08 0.250
C -2.02 1.88 -0.36 0.465
```

Energy above the lowest of the compared OMol25 structures with the same formula, charge and spin (kcal/mol): 63.4
SMILES: COc1ccccc1NC(=S)N1CCc2cc(OC)c(OC)cc2C1
Net charge: 0
Gap between HOMO and LUMO (eV): 8.429
Energy (eV): -40017.149
Maximum force (hartree/bohr): 0.018

# 8
9 unconnected molecules or ions with the total composition C24H66O12 at a distorted geometry, computed with ωB97M-V/def2-TZVPD.

The geometry in XYZ format:
```
102
Properties=species:S:1:pos:R:3:mulliken_charge:R:1
H -48.69 -19.34 11.29 0.353
H -52.49 -15.14 7.39 0.205
C -51.17 -19.76 10.08 0.338
C -47.71 -12.12 6.09 -1.211
O -52.10 -20.58 9.48 -0.530
H -43.58 -12.48 10.86 0.202
H -42.84 -18.36 6.17 0.193
C -48.27 -19.61 1.01 -1.423
H -47.44 -20.32 1.06 0.346
H -50.27 -12.82 5.19 -0.325
C -49.96 -20.54 10.62 -0.547
H -49.03 -20.11 0.38 0.318
H -51.71 -19.11 10.92 0.250
H -54.54 -14.88 6.17 0.345
H -56.10 -15.77 6.17 0.283
C -44.64 -11.98 11.00 -0.366
H -50.56 -15.96 5.09 0.015
H -47.10 -9.30 8.12 0.351
H -48.98 -17.23 6.42 -0.180
H -47.28 -15.17 7.15 0.226
C -46.83 -11.04 6.75 0.407
O -49.31 -19.74 11.71 -0.488
H -42.19 -17.16 5.05 0.334
H -47.34 -17.71 10.07 0.383
O -53.34 -16.57 5.12 -0.469
H -49.77 -14.86 8.30 0.257
O -45.73 -13.73 9.68 -0.384
H -51.60 -21.21 8.97 0.312
C -45.82 -12.89 10.87 -0.230
C -50.19 -15.54 4.08 -0.414
C -47.61 -18.53 3.16 -0.730
C -45.63 -19.63 9.64 -0.146
O -49.44 -20.08 2.89 -0.543
H -51.30 -13.02 2.39 0.296
C -52.60 -16.32 7.37 -0.562
H -46.90 -12.50 10.68 0.255
H -44.26 -20.44 10.34 0.307
O -45.78 -11.61 7.45 -0.471
H -55.04 -15.77 7.84 0.226
H -46.61 -15.38 9.45 0.269
C -45.85 -18.72 10.75 -0.328
H -50.32 -21.42 11.03 0.376
H -45.81 -13.48 11.76 0.292
H -44.31 -15.70 5.84 0.718
H -44.05 -17.28 2.78 0.372
H -47.81 -18.71 0.59 0.374
H -42.56 -18.87 4.42 0.402
H -45.87 -16.26 5.62 -0.015
H -48.33 -9.67 7.06 0.436
O -46.70 -16.09 8.80 -0.550
H -43.75 -11.78 12.65 0.289
H -48.38 -12.56 6.79 0.203
H -45.77 -19.28 11.68 0.416
H -49.97 -19.69 3.71 0.334
O -50.75 -13.64 2.60 -0.518
C -48.96 -15.25 8.82 -1.682
H -54.07 -16.68 4.50 0.281
H -50.77 -18.89 9.31 -0.193
H -44.81 -18.29 4.74 0.250
H -47.93 -18.01 4.13 -0.052
H -44.44 -11.18 10.24 0.241
H -46.97 -12.84 5.63 0.136
H -49.13 -20.80 9.70 0.219
C -54.98 -15.75 6.59 -1.261
H -51.37 -14.06 5.79 -0.120
C -48.89 -18.98 2.31 0.452
H -49.16 -15.23 4.28 0.280
H -44.85 -17.00 6.60 0.431
H -44.96 -11.52 6.77 0.332
C -42.82 -18.05 5.06 -1.269
H -49.47 -18.08 2.10 0.190
O -47.18 -18.31 10.71 -0.671
C -51.09 -14.30 3.70 0.679
H -48.45 -11.74 5.42 0.664
H -45.24 -17.84 10.74 0.186
H -50.01 -16.29 3.35 -0.092
H -48.06 -10.60 8.52 0.395
C -44.18 -17.50 4.67 0.481
H -51.57 -16.80 7.21 -0.106
H -46.84 -19.41 3.24 0.316
H -52.89 -16.48 8.38 0.518
C -47.64 -10.20 7.68 -1.616
H -48.48 -14.38 9.26 0.331
H -52.00 -14.95 3.45 0.034
H -54.27 -17.55 6.92 0.163
H -48.99 -15.95 9.57 0.556
C -47.76 -15.75 7.94 1.191
H -51.97 -12.70 4.64 0.572
C -48.12 -17.04 7.23 -0.587
H -46.38 -10.31 6.00 0.363
C -44.81 -16.55 5.73 -1.347
C -51.23 -13.36 4.94 -0.317
H -45.83 -19.14 8.71 0.059
O -44.50 -11.56 12.30 -0.503
H -47.37 -17.53 6.68 0.247
O -44.30 -19.97 9.59 -0.541
H -46.10 -20.62 9.57 0.247
H -48.46 -17.78 7.97 -0.054
H -47.24 -17.66 2.73 0.446
H -46.17 -13.21 9.05 0.075
O -43.92 -16.68 3.63 -0.564
C -53.72 -16.64 6.55 0.383
```

Energy above the lowest of the compared OMol25 structures with the same formula, charge and spin (kcal/mol): 262.3
SMILES: CC(C)O.CC(C)O.CC(C)O.CC(C)O.CC(C)O.CC(C)O.OCCO.OCCO.OCCO
Net charge: 0
Gap between HOMO and LUMO (eV): 10.118
Energy (eV): -50514.768
Maximum force (hartree/bohr): 0.181